C26H45N3O10S as an isolated structure. Source: the OMol25 dataset; level of theory: ωB97M-V with the def2-TZVPD basis set.

Computed properties:
LUMO level (eV): 0.13
HOMO energy (eV): -7.825
Net charge: 0
ΔE to the lowest compared entry with this formula, charge and spin (kJ/mol): 0.0
Kohn-Sham gap (eV): 7.955

Atoms and positions in Å:
H -5.38 5.01 -4.81
H -6.53 -12.19 0.01
H 8.04 6.92 7.02
C -2.34 2.54 -5.09
C 3.54 1.44 2.72
C -2.12 3.96 -5.01
N -0.94 4.56 -5.03
C 0.06 3.85 0.42
H 0.30 0.53 0.34
C -4.57 4.32 -4.90
H -5.73 2.54 -4.98
O -4.42 -7.75 -2.05
H -3.36 -9.51 -0.08
H -0.45 4.55 1.08
C -0.82 3.52 -0.77
O 8.64 4.96 4.33
C 4.46 1.62 3.92
S -1.27 6.14 -4.94
O -5.82 -9.41 -1.76
H 9.78 6.26 5.37
H -3.07 -4.02 -1.69
H -1.22 -2.25 0.65
H -1.01 -0.29 -0.53
C -4.36 -5.14 -0.35
H -7.04 -10.53 0.34
C -2.06 -2.93 0.56
C -3.29 -2.13 0.17
O 0.30 0.67 -2.51
H -5.37 -5.06 0.06
C -3.63 2.08 -5.09
C -6.26 -11.14 -0.10
H -3.56 -10.79 -1.30
O 7.76 3.78 2.71
O -0.15 2.65 -1.70
H -2.25 -3.40 1.53
C -4.06 -3.96 -1.24
H 3.97 0.78 1.97
H -3.78 1.01 -5.18
H 8.44 7.02 4.54
H 3.99 2.26 4.66
H 2.61 0.99 3.04
O -4.24 -2.71 -0.57
N -1.19 1.72 -5.17
H -1.48 0.75 -5.21
C -3.45 -9.72 -1.15
H 5.41 2.08 3.63
H 1.00 4.29 0.09
H 5.63 3.06 -0.03
H 5.51 1.80 1.18
C -0.58 0.68 -0.30
C -0.13 1.32 -1.59
H -1.33 1.24 0.25
H -4.77 -3.94 -2.07
N -2.87 6.11 -4.86
C 8.72 6.15 5.13
C -4.58 -8.89 -1.71
H 6.85 5.90 6.19
H -1.79 -3.70 -0.16
H 6.02 3.43 1.67
H -0.74 1.81 -4.26
H 5.67 5.13 4.11
C 6.42 5.60 3.47
C 7.66 4.73 3.45
C -3.24 4.83 -4.92
C 5.36 2.86 1.01
O 3.18 2.70 2.15
H -7.03 -10.98 -2.10
C -6.09 -10.80 -1.57
H -1.78 3.09 -0.48
C 3.95 3.33 1.23
H 4.68 0.65 4.38
O 3.50 4.30 0.68
H -3.68 -5.18 0.50
H 6.03 5.65 2.46
H -1.04 4.42 -1.33
O -3.45 -1.00 0.56
H -4.28 -6.08 -0.91
H -2.53 -9.41 -1.64
H 0.31 2.95 0.99
H -5.33 -11.42 -2.06
C 7.91 6.02 6.40
H -5.34 -10.96 0.46
H 8.24 5.15 6.97
H 6.60 6.61 3.80
C -4.74 2.97 -4.99

Now the Löwdin charges, all in e:
1. H 0.106
2. H 0.082
3. H 0.082
4. C -0.264
5. C -0.240
6. C -0.335
7. N -0.202
8. C -0.056
9. H 0.096
10. C -0.043
11. H 0.101
12. O 0.083
13. H 0.097
14. H 0.085
15. C -0.223
16. O 0.007
17. C -0.060
18. S 0.987
19. O 0.008
20. H 0.123
21. H 0.114
22. H 0.074
23. H 0.065
24. C -0.059
25. H 0.084
26. C 0.013
27. C -0.535
28. O 0.090
29. H 0.088
30. C -0.036
31. C -0.063
32. H 0.070
33. O 0.088
34. O 0.001
35. H 0.096
36. C -0.224
37. H 0.113
38. H 0.105
39. H 0.113
40. H 0.082
41. H 0.120
42. O 0.003
43. N 0.112
44. H 0.082
45. C 0.018
46. H 0.064
47. H 0.070
48. H 0.100
49. H 0.078
50. C 0.023
51. C -0.523
52. H 0.077
53. H 0.125
54. N -0.249
55. C -0.233
56. C -0.515
57. H 0.068
58. H 0.072
59. H 0.052
60. H 0.059
61. H 0.098
62. C 0.024
63. C -0.513
64. C -0.368
65. C 0.019
66. O -0.012
67. H 0.123
68. C -0.233
69. H 0.116
70. C -0.522
71. H 0.082
72. O 0.096
73. H 0.069
74. H 0.091
75. H 0.120
76. O 0.095
77. H 0.046
78. H 0.092
79. H 0.065
80. H 0.113
81. C -0.063
82. H 0.068
83. H 0.084
84. H 0.073
85. C -0.082


A single C22H27N3O7 molecule. Source: the OMol25 dataset; level of theory: ωB97M-V with the def2-TZVPD basis set.

Computed properties:
LUMO level (eV): -0.27
HOMO energy (eV): -7.272
Net charge: 0
ΔE to the lowest compared entry with this formula, charge and spin (kJ/mol): 598.1
Kohn-Sham gap (eV): 7.001

Atoms and positions in Å:
O -1.39 -1.53 3.35
C 1.79 -0.12 -0.65
C 0.59 -0.85 1.32
H 3.30 -2.39 3.97
C 1.69 -0.95 0.49
H 0.60 3.55 -0.70
O 2.73 -1.82 0.70
C 2.78 -2.58 1.89
H -3.79 -1.85 -1.48
H -1.05 2.33 -2.20
H 2.68 -1.58 -3.01
C -0.42 0.07 1.06
H 1.83 -3.08 2.08
H 5.04 -2.33 -2.98
H 3.06 -2.26 -1.40
O -1.41 1.74 -0.24
H 0.82 1.40 -1.78
H 2.65 0.89 -3.27
C -0.42 3.90 -0.84
C -2.00 -0.62 2.85
C 0.76 0.79 -0.90
H -0.43 4.66 -1.61
H -5.21 2.18 -1.54
O -2.94 -2.91 0.49
H 2.46 -0.98 3.32
C 3.23 0.93 -2.33
C -4.87 1.31 -1.00
C 4.72 0.88 -2.67
H -4.51 0.14 -2.77
C -3.43 -0.28 3.32
H 4.98 1.67 -3.38
H -3.93 -1.23 3.56
H -2.13 0.98 1.58
O -4.41 -2.50 2.01
H 3.02 1.87 -1.82
C -4.78 1.35 0.37
C 3.20 -1.74 3.10
C -4.34 0.25 1.12
H 3.54 -3.34 1.69
C 4.76 -1.42 -2.44
C -1.35 2.75 -1.23
C -4.03 -0.92 0.42
C -4.48 0.17 -1.69
N 2.92 -0.18 -1.45
H -5.03 2.25 0.92
N -3.75 -2.19 1.03
H 4.15 -1.26 2.90
C -0.34 0.90 -0.06
H 5.30 1.01 -1.74
H -2.38 3.11 -1.31
C -4.07 -0.93 -0.98
C 3.27 -1.44 -2.08
H -0.76 4.34 0.10
H 0.48 -1.48 2.19
O 5.07 -0.34 -3.28
H 5.34 -1.36 -1.51
H -3.36 0.31 4.23
O -4.19 0.52 2.44
N -1.55 0.20 1.87

Now the Löwdin charges, all in e:
1. O 0.087
2. C -0.145
3. C 0.066
4. H 0.078
5. C -0.184
6. H 0.066
7. O -0.070
8. C -0.233
9. H 0.124
10. H 0.119
11. H 0.134
12. C -0.131
13. H 0.122
14. H 0.126
15. H 0.120
16. O -0.072
17. H 0.100
18. H 0.131
19. C -0.055
20. C -0.449
21. C 0.049
22. H 0.078
23. H 0.110
24. O 0.104
25. H 0.069
26. C -0.155
27. C -0.074
28. C -0.196
29. H 0.106
30. C -0.073
31. H 0.125
32. H 0.121
33. H 0.137
34. O 0.090
35. H 0.126
36. C 0.004
37. C -0.058
38. C -0.210
39. H 0.124
40. C -0.187
41. C -0.243
42. C -0.086
43. C -0.070
44. N -0.095
45. H 0.126
46. N -0.345
47. H 0.079
48. C -0.192
49. H 0.128
50. H 0.116
51. C 0.008
52. C -0.130
53. H 0.081
54. H 0.098
55. O -0.132
56. H 0.129
57. H 0.145
58. O -0.011
59. N 0.166


C24H14Cl5CsN6O4 as an isolated structure. Source: the OMol25 dataset; level of theory: ωB97M-V with the def2-TZVPD basis set.

Computed properties:
LUMO level (eV): 3.32
HOMO energy (eV): -2.892
Net charge: -2
Kohn-Sham gap (eV): 6.216

Atoms and positions in Å:
H 2.41 2.38 -2.25
Cl -7.98 5.97 -1.05
C -2.34 -1.58 -1.11
N -1.29 -0.76 -1.42
C 0.58 -4.14 3.18
C -1.91 -2.86 -1.00
C 0.30 -3.98 -1.40
H 2.13 -4.29 4.65
H -0.20 -4.14 3.93
C 3.15 2.31 1.46
N 1.60 2.35 -0.36
C 3.96 2.33 -0.77
C -5.32 5.55 -1.28
N -0.56 -2.83 -1.26
H -0.80 -3.96 1.53
H 0.80 -3.96 -2.38
N 2.65 -4.11 -0.81
C 0.65 2.32 1.93
Cl -5.69 1.10 -1.37
C -0.23 -1.52 -1.48
H 1.17 -0.01 -1.93
C -5.53 2.83 -1.36
C -6.69 3.59 -1.24
H 1.74 -1.22 -0.79
H 4.79 2.34 -1.45
H -2.41 -3.78 -0.77
H 1.65 -1.63 -2.50
C 5.74 2.36 1.03
Cl -5.16 7.28 -1.17
Cs -1.44 2.39 -0.72
H 3.99 -4.29 3.01
C 1.85 2.32 0.95
N 1.35 -4.03 -0.43
C -4.21 4.73 -1.42
C 2.64 2.35 -1.19
C 4.23 2.32 0.60
C 2.96 -4.24 2.69
N 3.40 -4.19 0.21
C 1.28 -4.07 0.93
H 3.27 2.29 2.54
C 2.63 -4.17 1.34
C -6.58 4.97 -1.20
Cl -8.26 2.87 -1.12
Cl -2.66 5.49 -1.54
C 1.92 -4.23 3.59
H -0.33 -4.88 -1.33
O 0.93 2.30 3.13
O 6.53 2.40 0.08
O -0.49 2.35 1.41
C -4.24 3.34 -1.47
O 5.96 2.35 2.24
C 1.16 -1.07 -1.70
C 0.23 -4.05 1.84
H -3.33 -1.19 -1.00

Now the Löwdin charges, all in e:
1. H 0.092
2. Cl 0.616
3. C -0.129
4. N 0.061
5. C -0.078
6. C -0.086
7. C -0.091
8. H 0.100
9. H 0.102
10. C 0.046
11. N 0.010
12. C -0.033
13. C -0.723
14. N -0.034
15. H 0.102
16. H 0.140
17. N 0.057
18. C -0.700
19. Cl 0.599
20. C -0.349
21. H 0.067
22. C -0.764
23. C -0.727
24. H 0.093
25. H 0.099
26. H 0.104
27. H 0.080
28. C -0.720
29. Cl 0.617
30. Cs 1.196
31. H 0.112
32. C -0.196
33. N -0.064
34. C -0.769
35. C -0.185
36. C -0.102
37. C -0.007
38. N 0.068
39. C -0.160
40. H 0.116
41. C -0.229
42. C -0.726
43. Cl 0.609
44. Cl 0.577
45. C -0.091
46. H 0.141
47. O -0.016
48. O -0.076
49. O -0.495
50. C -0.297
51. O -0.052
52. C 0.014
53. C -0.004
54. H 0.087


A single C2H2N4O2 molecule. Source: the OMol25 dataset; level of theory: ωB97M-V with the def2-TZVPD basis set.

Computed properties:
LUMO level (eV): -1.67
HOMO energy (eV): -9.733
Net charge: 0
ΔE to the lowest compared entry with this formula, charge and spin (kJ/mol): 743.2
Kohn-Sham gap (eV): 8.067

Atoms and positions in Å:
O -0.69 -2.60 0.59
N -0.89 -1.41 1.13
H 0.38 3.04 0.29
N 0.24 -0.74 -0.86
O 1.30 1.48 -0.57
N -0.81 1.08 0.54
H -0.07 -2.54 -0.08
C -0.48 -0.32 0.37
C 0.14 1.84 0.08
N 0.88 0.17 -1.49

Now the Löwdin charges, all in e:
1. O -0.003
2. N 0.053
3. H 0.187
4. N 0.073
5. O -0.100
6. N 0.113
7. H 0.027
8. C -0.281
9. C -0.239
10. N 0.170


A single C4H6N2O molecule. Source: the OMol25 dataset; level of theory: ωB97M-V with the def2-TZVPD basis set.

Computed properties:
LUMO level (eV): 0.87
HOMO energy (eV): -8.227
Net charge: 0
ΔE to the lowest compared entry with this formula, charge and spin (kJ/mol): 112.7
Kohn-Sham gap (eV): 9.096

Atoms and positions in Å:
H 1.29 -1.84 0.77
H 3.18 -0.12 1.09
C 0.52 1.06 -0.24
H -2.11 0.69 0.18
H -2.97 -0.83 -0.22
N 1.81 1.25 0.21
H -2.19 0.12 -1.52
H -0.06 1.86 -0.67
C -2.12 -0.19 -0.47
O -0.96 -0.97 -0.25
C 2.21 0.09 0.65
N 1.24 -0.87 0.51
C 0.16 -0.25 -0.05

Now the Löwdin charges, all in e:
1. H 0.157
2. H 0.113
3. C -0.111
4. H 0.094
5. H 0.091
6. N 0.043
7. H 0.097
8. H 0.102
9. C -0.073
10. O -0.063
11. C -0.216
12. N 0.124
13. C -0.359


C39H40AsN9OS2Sc as an isolated structure. Source: the OMol25 dataset; level of theory: ωB97M-V with the def2-TZVPD basis set.

Computed properties:
LUMO level (eV): -8.04
HOMO energy (eV): -14.461
Net charge: +3
ΔE to the lowest compared entry with this formula, charge and spin (kJ/mol): 119.4
Kohn-Sham gap (eV): 6.422

Atoms and positions in Å:
H -2.67 3.97 2.78
H 3.70 3.39 4.06
Sc -0.04 -0.25 0.76
C -2.58 -0.16 -1.05
C -7.83 -1.18 2.66
C -2.37 3.55 1.85
C -0.47 -4.79 0.46
H -0.78 -2.43 3.68
C -0.68 -6.00 -0.19
N 4.24 -0.49 1.59
H 0.35 3.16 4.23
H 4.72 4.13 2.91
H -3.14 -0.05 2.28
H 0.34 -5.00 -3.26
C -6.99 -1.13 1.53
H 4.95 -1.05 2.14
C 0.80 -0.18 -2.39
H -7.20 -1.46 0.52
C 1.73 0.50 -6.06
H -2.82 2.56 1.65
C 3.19 0.49 -0.14
N -0.30 -4.46 1.78
C 0.27 -2.51 3.21
C 5.51 1.54 -1.16
N -0.19 -0.12 -1.49
C -4.97 -0.33 -0.60
C -0.34 -6.09 -1.54
C 2.35 -1.33 2.92
H 2.62 -2.38 2.77
C -3.38 -0.11 1.22
N 4.27 4.22 3.83
C 4.49 0.20 0.42
H 3.65 5.95 4.63
As -0.48 3.21 1.86
C 0.20 -3.72 -1.60
H 3.67 6.01 3.03
N 0.91 -1.20 2.99
S 3.16 -0.91 -4.45
H -2.61 4.24 1.00
H 4.30 2.77 -2.26
C -5.78 -0.48 1.74
H -0.83 0.62 -5.26
N -2.37 -0.22 0.33
H -1.11 -6.82 0.36
H -0.43 4.19 -0.50
H 0.87 4.91 0.51
C 2.93 -0.59 1.74
C -0.68 0.33 -4.23
H 0.29 4.88 3.63
O -0.36 1.46 1.66
C -1.79 0.07 -3.36
C 3.04 1.40 -1.15
H 2.91 -0.94 3.80
H -8.72 -1.78 2.66
C 0.61 0.13 -3.76
C 2.94 0.21 -6.76
C -3.94 -0.15 -1.52
H 0.72 -0.67 3.88
C -0.24 -3.58 -0.26
C -7.29 -0.64 3.75
H 1.60 3.83 3.13
C 5.70 0.61 -0.16
H 1.79 -0.47 -2.10
C 0.03 -4.91 -2.23
H 1.02 3.25 -0.21
C 4.25 1.93 -1.64
N 3.40 5.37 3.81
H 0.85 -3.22 3.77
H -5.13 -0.35 -3.30
H 4.73 -1.05 -6.32
C -3.12 -0.02 -3.82
N -0.04 -2.54 0.70
H 0.89 0.96 -6.54
N 2.22 -0.04 0.77
C 0.33 3.99 0.23
C 0.02 -3.18 1.90
H 3.16 0.62 -7.75
S -5.70 -0.01 3.41
C -4.15 -0.16 -2.95
H -0.41 -7.03 -2.12
C 1.70 -0.03 -4.79
H -5.99 -0.48 -0.95
H 0.60 -2.88 -2.15
H -7.74 -0.53 4.75
C 0.53 3.80 3.37
C 3.80 -0.60 -6.03
C -4.71 -0.25 0.78
H 6.65 0.24 0.21
H -0.34 -5.13 2.56
C -1.47 -0.10 -1.95
H -3.30 -0.12 -4.93
H 6.37 1.92 -1.78
H 2.09 1.72 -1.48

Now the Löwdin charges, all in e:
1. H 0.040
2. H 0.043
3. Sc 1.100
4. C -0.114
5. C -0.173
6. C -0.155
7. C -0.174
8. H 0.176
9. C 0.008
10. N 0.178
11. H 0.049
12. H 0.071
13. H 0.112
14. H 0.118
15. C -0.090
16. H 0.222
17. C -0.098
18. H 0.115
19. C -0.109
20. H 0.028
21. C -0.190
22. N 0.185
23. C -0.113
24. C -0.057
25. N 0.026
26. C 0.087
27. C -0.028
28. C -0.104
29. H 0.141
30. C -0.076
31. N -0.094
32. C -0.149
33. H 0.079
34. As 1.161
35. C -0.017
36. H 0.086
37. N -0.070
38. S 1.027
39. H 0.077
40. H 0.103
41. C -0.494
42. H 0.127
43. N 0.022
44. H 0.120
45. H 0.038
46. H 0.063
47. C -0.310
48. C 0.099
49. H 0.087
50. O -0.591
51. C -0.092
52. C -0.047
53. H 0.160
54. H 0.125
55. C -0.147
56. C -0.135
57. C -0.106
58. H 0.156
59. C -0.155
60. C -0.359
61. H 0.007
62. C 0.024
63. H 0.079
64. C -0.066
65. H 0.021
66. C -0.041
67. N -0.110
68. H 0.132
69. H 0.118
70. H 0.075
71. C 0.003
72. N 0.062
73. H 0.111
74. N 0.073
75. C -0.148
76. C -0.302
77. H 0.122
78. S 1.028
79. C 0.016
80. H 0.133
81. C -0.487
82. H 0.139
83. H 0.094
84. H 0.100
85. C -0.202
86. C -0.351
87. C -0.181
88. H 0.128
89. H 0.205
90. C -0.145
91. H 0.158
92. H 0.143
93. H 0.081


Q: The lowest net charge belongs to which entry?
A: C24H14Cl5CsN6O4


Q: The lowest Kohn-Sham gap belongs to which entry?
A: C24H14Cl5CsN6O4


Q: The highest LUMO level belongs to which entry?
A: C24H14Cl5CsN6O4


Q: The highest net charge belongs to which entry?
A: C39H40AsN9OS2Sc